Molecular formula: C30H53O2S
Method: DFT, the ωB97M-V functional and the def2-TZVPD basis

Values from the calculation:
- energy relative to the best compared isomer or geometry (same formula, charge and spin) (kcal/mol) = 0.6
- net charge = +1
- spin multiplicity = 1
- LUMO energy (eV) = -3.070

CARTESIAN COORDINATES (ANGSTROEM)
C: 1.660 5.143 4.461
C: 1.276 3.953 3.590
C: 0.088 4.279 2.689
C: -0.293 3.141 1.740
C: -0.866 1.922 2.461
C: -1.435 0.870 1.508
C: -2.740 1.295 0.835
C: -3.434 0.145 0.105
C: -2.677 -0.338 -1.131
C: -3.425 -1.443 -1.882
C: -3.356 -2.815 -1.207
C: -1.990 -3.497 -1.319
C: -1.712 -4.016 -2.729
C: -0.345 -4.687 -2.874
C: 0.848 -3.770 -2.597
C: 0.862 -2.533 -3.496
H: 0.061 -1.854 -3.192
H: 0.669 -2.841 -4.525
C: 2.192 -1.781 -3.463
C: 2.536 -1.235 -2.088
H: 2.648 -2.044 -1.370
H: 3.440 -0.627 -2.107
S: 1.198 -0.191 -1.388
C: 2.140 0.481 0.002
C: 3.006 1.552 -0.119
C: 3.683 2.017 1.000
C: 3.489 1.429 2.239
C: 2.626 0.354 2.364
C: 1.957 -0.129 1.245
C: 1.082 -1.324 1.304
O: 0.765 -1.897 0.273
O: 0.716 -1.683 2.502
C: -0.160 -2.820 2.617
C: -0.758 -2.822 4.009
H: 0.026 -2.890 4.758
H: -1.420 -3.675 4.114
H: -1.326 -1.911 4.181
H: -0.930 -2.745 1.842
H: 0.428 -3.725 2.433
H: 2.471 -0.129 3.315
H: 4.015 1.801 3.104
H: 4.361 2.850 0.896
H: 3.175 2.038 -1.066
C: 1.208 1.190 -2.593
C: 0.382 2.363 -2.084
C: 0.232 3.426 -3.168
H: -0.276 3.020 -4.039
H: -0.351 4.261 -2.791
H: 1.204 3.801 -3.480
H: 0.852 2.807 -1.205
H: -0.604 2.002 -1.786
H: 2.225 1.477 -2.850
H: 0.730 0.768 -3.478
H: 2.999 -2.461 -3.749
H: 2.176 -0.973 -4.196
H: 1.762 -4.344 -2.768
H: 0.832 -3.467 -1.551
H: -0.260 -5.079 -3.890
H: -0.292 -5.536 -2.190
H: -2.479 -4.750 -2.987
H: -1.792 -3.203 -3.450
H: -1.963 -4.344 -0.629
H: -1.208 -2.801 -1.015
H: -3.618 -2.707 -0.153
H: -4.107 -3.465 -1.661
H: -3.024 -1.523 -2.894
H: -4.472 -1.150 -1.975
H: -2.541 0.512 -1.806
H: -1.686 -0.698 -0.845
H: -3.572 -0.684 0.801
H: -4.426 0.479 -0.207
H: -2.554 2.108 0.131
H: -3.417 1.675 1.603
H: -0.688 0.634 0.744
H: -1.630 -0.041 2.078
H: -0.080 1.460 3.063
H: -1.656 2.248 3.140
H: 0.590 2.839 1.168
H: -1.036 3.520 1.036
H: -0.775 4.532 3.307
H: 0.335 5.161 2.094
H: 2.129 3.667 2.968
H: 1.032 3.105 4.232
H: 2.506 4.896 5.098
H: 1.932 5.997 3.845
H: 0.827 5.433 5.097

Here is what Mulliken gives for the atomic charges, in e: -1.55, 0.46, -1.30, 0.74, -1.30, 1.62, -0.76, -1.09, 1.52, -1.27, -1.06, 0.99, -0.77, -1.36, 0.07, 0.03, -0.13, 0.59, -1.15, -0.97, 0.51, 0.67, 1.67, 0.66, -0.89, -0.64, -0.95, -0.13, -0.58, 0.19, -0.55, -0.30, 0.09, -1.35, 0.33, 0.42, 0.29, 0.03, 0.43, 0.55, 0.44, 0.48, 0.34, -1.72, 0.93, -1.72, 0.37, 0.45, 0.37, 0.03, -0.31, 0.68, 0.71, 0.52, 0.29, 0.47, -0.21, 0.40, 0.41, 0.43, 0.23, 0.40, -0.83, 0.40, 0.45, 0.38, 0.52, 0.29, -0.98, 0.37, 0.36, 0.26, 0.41, -1.13, 0.16, 0.33, 0.44, -0.75, 0.51, 0.37, 0.39, -0.15, 0.32, 0.41, 0.35, 0.36



Molecular formula: H2N2O3S
Method: DFT, the ωB97M-V functional and the def2-TZVPD basis

Values from the calculation:
- energy relative to the best compared isomer or geometry (same formula, charge and spin) (kcal/mol) = 40.3
- net charge = 0
- spin multiplicity = 1
- LUMO energy (eV) = -0.027

CARTESIAN COORDINATES (ANGSTROEM)
N: 0.091 1.355 -0.078
N: 0.000 -1.273 -0.356
O: -0.682 -1.980 -1.040
O: 1.200 -1.217 -0.292
O: -0.483 0.183 2.025
S: -0.855 0.163 0.672
H: 1.090 1.172 -0.076
H: -0.361 1.598 -0.856

Here is what Mulliken gives for the atomic charges, in e: -0.52, 0.84, -0.54, -0.53, -0.42, 0.56, 0.32, 0.28